No. 1
ORCA calculation (wB97M-V/def2-TZVPD) on a single C2H5FO2S molecule at a distorted geometry.

HOMO energy = -10.965 eV
E_tot = -727.6867 hartree
Relative energy (zero: lowest compared OMol25 entry of this formula, charge and spin) = 0.276 eV

```
! RIJCOSX wB97M-V def2-TZVPD def2/J DEFGRID3
* xyz 0 1
S 1.61 1.03 0.31
F 2.29 -0.15 1.36
O 0.86 -0.01 -0.79
O 2.74 1.58 -0.36
C -0.30 -0.74 -0.37
C -1.49 0.11 0.14
H -0.42 -1.25 -1.35
H -1.28 0.82 0.91
H -0.11 -1.35 0.53
H -1.65 0.66 -0.73
H -2.25 -0.70 0.34
*
```

***

No. 2
ORCA calculation (wB97M-V/def2-TZVPD) on C2H5FOS2 as an isolated structure at a distorted geometry.

HOMO energy = -8.590 eV
E_tot = -1050.5712 hartree
Relative energy (zero: lowest compared OMol25 entry of this formula, charge and spin) = 1.315 eV

```
! RIJCOSX wB97M-V def2-TZVPD def2/J DEFGRID3
* xyz 0 1
S 0.60 -2.05 0.48
S 2.36 0.41 -0.16
F 2.19 1.89 0.51
O -0.56 0.35 0.56
C -1.24 0.47 -0.75
C 0.47 -0.34 0.85
H -0.52 -2.38 -0.22
H 0.95 -0.14 1.76
H -0.79 -0.01 -1.61
H -2.20 0.21 -0.62
H -1.27 1.57 -0.81
*
```

***

Which value of relative energy (zero: lowest compared OMol25 entry of this formula, charge and spin) does entry 2 give? 1.315 eV

***

Among the records above, which one has the highest HOMO energy? C2H5FOS2

***

Repeat the second record exactly.
ORCA calculation (wB97M-V/def2-TZVPD) on C2H5FOS2 as an isolated structure at a distorted geometry.

HOMO energy = -8.590 eV
E_tot = -1050.5712 hartree
Relative energy (zero: lowest compared OMol25 entry of this formula, charge and spin) = 1.315 eV

```
! RIJCOSX wB97M-V def2-TZVPD def2/J DEFGRID3
* xyz 0 1
S 0.60 -2.05 0.48
S 2.36 0.41 -0.16
F 2.19 1.89 0.51
O -0.56 0.35 0.56
C -1.24 0.47 -0.75
C 0.47 -0.34 0.85
H -0.52 -2.38 -0.22
H 0.95 -0.14 1.76
H -0.79 -0.01 -1.61
H -2.20 0.21 -0.62
H -1.27 1.57 -0.81
*
```

***

Number 1 is which compound? C2H5FO2S